1.
Below is an isolated ion of composition C4H12N2S and charge +1, with properties calculated with ωB97M-V/def2-TZVPD.

Geometry (Å):
C -0.112 0.725 0.391
N 0.186 -0.643 0.630
C -0.061 -1.301 1.913
N -0.296 -2.680 1.683
C 0.685 1.261 -0.805
C 0.146 0.860 -2.176
S -1.258 1.889 -2.667
H -1.197 0.845 0.202
H 0.059 1.332 1.283
H -0.124 -1.263 -0.135
H -0.931 -0.818 2.383
H 0.774 -1.052 2.572
H 0.536 -3.259 1.746
H -1.056 -3.072 2.215
H 0.737 2.345 -0.713
H 1.752 1.041 -0.677
H 0.943 0.932 -2.918
H -0.238 -0.157 -2.154
H -0.545 3.013 -2.772

The value obtained for the relative energy (zero: lowest compared OMol25 entry of this formula, charge and spin) is 1.070 eV. The net charge is +1. Its frontier orbital gap (alpha / beta) is 9.873 / 4.890 eV. As for the spin multiplicity: 2. The HOMO energy (alpha / beta) comes out at -12.660 / -12.584 eV.

natural (NBO) population analysis, charges in e, atoms 1 to 4:
1 C -0.30
2 N -0.12
3 C -0.11
4 N -0.84



2.
Below is C4H12N2S2 as an isolated structure, with properties calculated with ωB97M-V/def2-TZVPD.

Geometry (Å):
S -3.491 0.968 -0.924
S 0.852 -0.626 -2.049
C -0.451 -1.148 -1.044
C -0.702 -0.175 0.167
C 0.549 0.282 0.880
N 1.397 1.041 0.012
C 2.859 0.788 0.180
N -1.629 -0.797 1.004
H -4.477 0.063 -0.942
H -1.429 -1.051 -1.600
H -0.294 -2.173 -0.730
H -1.172 0.700 -0.318
H 0.216 0.931 1.670
H 1.070 -0.600 1.278
H 1.152 0.793 -0.971
H 3.303 0.540 -0.766
H 3.313 1.686 0.572
H 3.031 -0.014 0.917
H -1.533 -0.618 1.994
H -2.564 -0.589 0.669

The value obtained for the relative energy (zero: lowest compared OMol25 entry of this formula, charge and spin) is 5.202 eV. The net charge is 0. Its frontier orbital gap is 3.611 eV. The HOMO energy comes out at -7.550 eV.

natural (NBO) population analysis, charges in e, atoms 1 to 4:
1 S -0.61
2 S 0.19
3 C -0.62
4 C -0.03



3.
Below is an isolated ion of composition C4H12N3 and charge +1, with properties calculated with ωB97M-V/def2-TZVPD.

Geometry (Å):
N 0.387 0.326 -2.948
C 0.486 0.785 -1.635
C 0.340 0.060 -0.497
N -0.489 -1.158 -0.522
C 0.893 0.430 0.874
C -0.226 0.650 1.954
N -0.929 -0.713 2.341
H 0.011 1.065 -3.527
H -0.180 -0.514 -2.911
H 0.559 1.869 -1.519
H 0.093 -1.941 -0.819
H -1.370 -1.167 -1.023
H 1.398 1.376 0.693
H 1.480 -0.450 1.123
H -1.066 1.118 1.436
H 0.308 1.027 2.829
H -0.316 -1.444 2.685
H -1.818 -0.621 2.813
H -0.974 -1.039 1.269

The value obtained for the relative energy (zero: lowest compared OMol25 entry of this formula, charge and spin) is 2.419 eV. Its SMILES is N/C=C(\N)CC[NH3+]. The net charge is +1. Its frontier orbital gap is 8.770 eV. The HOMO energy comes out at -11.847 eV.

natural (NBO) population analysis, charges in e, atoms 1 to 4:
1 N -0.77
2 C 0.03
3 C 0.00
4 N -0.90



4.
Below is a 2-piece molecular cluster, C4H12N3 overall, with properties calculated with ωB97M-V/def2-TZVPD.

Geometry (Å):
N -1.043 -1.257 0.988
C 0.084 -1.833 1.318
N 0.559 -2.954 0.831
H -1.756 -1.759 0.476
H -1.132 -0.226 1.042
H 0.704 -1.298 2.031
H 1.558 -3.087 0.862
H 0.033 -3.555 0.213
C -0.852 1.841 1.055
C 0.049 1.699 0.062
N -0.209 1.470 -1.264
C 0.886 1.130 -2.158
H -1.916 1.927 0.859
H -0.512 2.007 2.066
H 1.112 1.773 0.279
H -1.084 1.006 -1.454
H 0.475 0.917 -3.142
H 1.603 1.942 -2.275
H 1.441 0.258 -1.790

The value obtained for the relative energy (zero: lowest compared OMol25 entry of this formula, charge and spin) is 1.826 eV. The net charge is +1. Its frontier orbital gap is 7.892 eV. The HOMO energy comes out at -11.732 eV.

natural (NBO) population analysis, charges in e, atoms 1 to 4:
1 N -0.73
2 C 0.41
3 N -0.71
4 H 0.42



5.
Below is a 2-piece molecular cluster, C4H12N3 overall, with properties calculated with ωB97M-V/def2-TZVPD.

Geometry (Å):
C -1.432 -1.103 0.434
C -1.078 0.124 0.190
C 1.011 -0.236 -1.235
C 1.261 0.067 0.195
N -2.288 0.932 -0.305
N 1.706 -0.925 0.975
N 1.746 1.274 0.491
H -2.461 -1.401 0.438
H -0.781 -1.812 0.829
H 0.228 -1.005 -1.217
H 2.056 -0.521 -1.580
H 0.600 0.512 -1.825
H -2.754 1.380 0.527
H -1.908 1.680 -0.866
H 1.641 -1.909 0.520
H 1.894 -0.926 2.024
H -2.910 0.399 -0.885
H 2.099 1.499 1.456
H 1.372 1.972 -0.165

The value obtained for the relative energy (zero: lowest compared OMol25 entry of this formula, charge and spin) is 4.386 eV. The net charge is +1. Its frontier orbital gap is 9.007 eV. The HOMO energy comes out at -12.130 eV.

natural (NBO) population analysis, charges in e, atoms 1 to 4:
1 C -0.53
2 C -0.18
3 C -0.68
4 C 0.59



6.
Below is an isolated ion of composition C4H12N3 and charge +1, with properties calculated with ωB97M-V/def2-TZVPD.

Geometry (Å):
C 2.079 -0.100 0.203
C 0.843 0.084 -0.590
N 0.078 -1.169 -0.770
N -0.690 -1.389 0.368
C -0.963 -0.069 1.040
C -0.336 0.965 0.061
N -1.325 1.179 -1.033
H 2.220 -1.176 0.453
H 2.027 0.532 1.031
H 2.938 0.217 -0.381
H 0.967 0.498 -1.659
H -0.498 -0.983 -1.529
H -0.210 -1.953 1.138
H -1.610 -1.861 0.274
H -0.646 -0.085 2.082
H -1.980 -0.047 1.068
H -0.101 1.783 0.699
H -0.683 1.698 -1.743
H -2.109 1.876 -0.709

The value obtained for the relative energy (zero: lowest compared OMol25 entry of this formula, charge and spin) is 3.315 eV. Its SMILES is C[C@H]1N[NH2+]C[C@@H]1N. The net charge is +1. Its frontier orbital gap is 10.978 eV. The HOMO energy comes out at -14.368 eV.

natural (NBO) population analysis, charges in e, atoms 1 to 4:
1 C -0.65
2 C -0.05
3 N -0.42
4 N -0.36